1.
{"formula": "C8H16N2O", "method": "ωB97M-V with the def2-TZVPD basis set", "species": ["C", "C", "C", "C", "C", "C", "C", "C", "N", "N", "O", "H", "H", "H", "H", "H", "H", "H", "H", "H", "H", "H", "H", "H", "H", "H", "H"], "coordinates": [[-4.044744, 1.571972, -0.361240], [-3.601177, 0.373961, -0.257531], [1.946018, 0.215597, 1.629903], [1.905057, 1.707849, -0.526177], [2.310427, -0.876740, -0.673028], [0.042241, -0.036256, -0.034119], [-0.938050, 0.834947, 0.759847], [1.526154, 0.268568, 0.106362], [-2.877959, -1.732011, -1.059529], [-3.505429, -0.835017, -0.154924], [-1.261989, 1.963588, 0.643211], [-5.036967, 1.829569, -0.707520], [2.990298, 0.538753, 1.733127], [1.373639, 1.117161, 2.167518], [1.741124, -0.771614, 2.156960], [1.880532, 1.571306, -1.571438], [1.301658, 2.487854, 0.018308], [2.997729, 1.939536, -0.396641], [1.713032, -0.994197, -1.645506], [3.244291, -0.454042, -0.926823], [2.361028, -1.832842, -0.098553], [-0.092412, -1.091926, 0.232352], [-0.375225, -0.003119, -1.049174], [-1.622954, 0.135792, 1.343627], [-2.932093, -1.247896, -1.901370], [-3.347219, -2.655034, -0.963065], [-3.502320, 2.581609, -0.060954]], "forces_ev_per_angstrom": [[0.6, 4.8, 0.6], [-0.3, -1.4, -0.8], [-1.5, 1.9, 0.4], [0.8, -1.4, 2.8], [-2.8, 0.8, -0.4], [-0.1, 0.5, 0.2], [-1.2, -3.9, 0.4], [1.6, 0.1, 0.1], [-0.6, 0.1, 2.5], [0.4, -1.4, 1.0], [0.7, 2.2, -0.3], [-0.1, -0.7, -0.2], [-0.1, -0.6, -0.1], [0.9, -2.1, -0.8], [0.2, 1.3, -0.7], [-1.1, 0.5, -1.4], [0.4, -0.6, -1.3], [-0.9, -0.3, 0.5], [1.0, -0.3, 1.2], [1.4, -0.1, -0.2], [0.0, 0.8, -0.6], [-0.2, 0.3, 0.4], [0.5, 0.3, -0.2], [0.7, 0.7, 0.3], [-0.1, -0.1, -2.5], [0.4, 1.3, -0.5], [-0.7, -2.7, -0.5]], "lumo_ev": 0.771, "gap_ev": 9.7, "charge": 0, "relative_energy_kj_mol": 439.5, "multiplicity": 1, "smiles": "CC(C)(C)CC=O.C=C=NN"}

***

2.
{"formula": "C22H45N2P3RuSe", "method": "ωB97M-V with the def2-TZVPD basis set", "species": ["Ru", "P", "P", "P", "H", "C", "C", "H", "C", "C", "C", "C", "C", "C", "C", "C", "C", "H", "H", "H", "H", "H", "H", "H", "H", "H", "H", "H", "H", "H", "H", "H", "H", "H", "H", "H", "H", "H", "H", "H", "H", "H", "H", "H", "H", "H", "C", "C", "C", "C", "C", "C", "Se", "H", "H", "H", "H", "H", "H", "C", "C", "C", "C", "N", "N", "C", "H", "H", "H", "H", "H", "H", "H", "H"], "coordinates": [[-0.309458, -0.287279, 0.297075], [-1.733036, -0.722000, 2.218369], [0.736591, -2.344100, 0.124689], [-2.067994, -0.890894, -0.976778], [0.366002, 2.251882, -0.740570], [-0.561720, 1.686970, -0.696768], [-1.292942, 1.768370, 0.513306], [-0.857177, 2.312519, 1.362296], [-1.287755, 0.007602, 3.862207], [-1.944388, -2.491155, 2.700429], [-3.492110, -0.147736, 2.201957], [1.845050, -2.174047, -1.323441], [1.954059, -3.017308, 1.327402], [-0.146746, -3.899117, -0.289144], [-3.436989, 0.318354, -1.302618], [-3.153536, -2.352525, -0.612992], [-1.566914, -1.294564, -2.698905], [-1.132580, 1.642246, -1.629329], [-2.387847, 1.803127, 0.459032], [-1.009072, 1.058634, 3.742470], [-0.449932, -0.525583, 4.327088], [-2.144759, -0.045587, 4.544949], [-0.970326, -2.986899, 2.768205], [-2.559391, -3.025744, 1.968960], [-2.436373, -2.549191, 3.678653], [-3.530056, 0.921819, 1.972734], [-3.924079, -0.294696, 3.200878], [-4.112226, -0.685613, 1.479314], [2.490897, -3.050613, -1.412544], [2.451646, -1.273982, -1.187708], [1.239527, -2.066426, -2.227661], [2.499960, -3.848710, 0.860341], [1.465125, -3.392868, 2.235710], [2.681699, -2.247771, 1.606020], [0.590581, -4.707697, -0.388460], [-0.687681, -3.816009, -1.236461], [-0.844666, -4.168098, 0.511213], [-4.101434, -0.109023, -2.068094], [-3.058179, 1.274210, -1.673446], [-4.032250, 0.504298, -0.399286], [-3.823451, -2.497811, -1.475148], [-3.775372, -2.206705, 0.277540], [-2.563187, -3.264519, -0.484005], [-2.460293, -1.261177, -3.340283], [-1.127947, -2.300454, -2.748601], [-0.827303, -0.571369, -3.073694], [1.598481, 2.193927, -4.221117], [1.042946, 3.339534, -3.637873], [1.022514, 4.552093, -4.331165], [1.574472, 4.648373, -5.616504], [2.160120, 3.517609, -6.197049], [2.179456, 2.298703, -5.517015], [1.588708, 0.517860, -3.267689], [0.760790, 0.713004, -1.951857], [0.620224, 3.259408, -2.633781], [0.572772, 5.425707, -3.864059], [1.547294, 5.597315, -6.154010], [2.605036, 3.592828, -7.194054], [2.637172, 1.419120, -5.974353], [3.107035, -0.446408, 4.885398], [2.558387, 0.226142, 3.686086], [2.787713, 1.449100, 3.116375], [1.982346, 1.558724, 1.977971], [1.273573, 0.412817, 1.838129], [1.633458, -0.358083, 2.897620], [1.939951, 2.739123, 1.095716], [3.834700, 0.220068, 5.365831], [2.332766, -0.684044, 5.631245], [3.618880, -1.387122, 4.628784], [3.448790, 2.224434, 3.474936], [1.214957, -1.265478, 3.066174], [2.578877, 3.517108, 1.532635], [0.930839, 3.157480, 1.017290], [2.335741, 2.527910, 0.091406]], "forces_ev_per_angstrom": [[0.9, 2.0, 1.9], [-1.5, -0.5, 1.8], [0.9, -2.0, -0.2], [-2.9, -0.9, -1.3], [0.0, -0.2, 0.0], [-0.6, 0.6, 0.6], [0.3, 0.3, -0.6], [-0.2, -0.5, -0.3], [0.6, 0.2, -0.3], [0.2, 0.1, -0.4], [0.1, 0.1, -0.4], [-0.2, 0.3, 0.0], [0.0, 0.4, 0.3], [0.0, 0.1, 0.0], [0.3, 0.1, 0.2], [0.4, -0.1, 0.0], [0.3, -0.1, 0.0], [0.2, 0.0, 0.2], [0.6, -0.3, 0.1], [0.0, -0.1, 0.1], [-0.3, 0.2, -0.1], [0.1, -0.1, -0.4], [-0.1, 0.0, 0.1], [0.2, 0.1, 0.2], [0.1, 0.1, -0.2], [-0.1, -0.2, 0.1], [0.2, -0.1, -0.3], [0.1, 0.1, 0.2], [0.0, 0.1, -0.1], [0.2, -0.1, 0.0], [0.1, -0.2, 0.0], [-0.3, 0.2, 0.1], [0.1, 0.0, -0.2], [-0.1, -0.2, -0.1], [-0.2, 0.2, 0.0], [0.1, -0.1, 0.2], [0.1, 0.0, -0.2], [0.3, 0.0, 0.3], [-0.2, -0.1, 0.0], [0.2, -0.1, -0.3], [0.2, 0.1, 0.2], [0.2, 0.0, -0.3], [-0.2, 0.2, 0.0], [0.3, 0.0, 0.2], [-0.1, 0.3, 0.0], [-0.3, -0.2, 0.0], [-0.2, -0.3, 0.6], [0.0, -2.0, 1.0], [0.2, 1.7, -1.5], [-0.1, 0.0, 0.1], [-0.2, 2.2, -0.8], [-0.1, -2.2, 1.5], [0.4, 0.5, -0.9], [0.2, 0.2, -0.3], [0.1, 0.3, -0.3], [0.1, -0.1, -0.1], [0.0, -0.2, 0.1], [-0.1, -0.1, 0.3], [-0.1, 0.2, 0.0], [0.4, -0.1, 0.5], [-0.6, -0.6, -0.1], [0.3, 1.1, -0.3], [0.3, -0.9, 0.9], [-0.9, -0.1, -1.0], [0.2, -0.3, 0.0], [0.0, 0.6, -0.3], [-0.2, -0.3, -0.1], [0.1, 0.1, -0.3], [-0.1, 0.3, 0.0], [0.0, -0.2, 0.0], [0.1, 0.3, -0.2], [-0.2, -0.2, -0.2], [0.3, 0.0, 0.0], [-0.1, 0.0, 0.2]], "lumo_ev": [-12.141, -16.475], "gap_ev": [6.6, 3.0], "charge": 4, "relative_energy_kj_mol": 0.0, "multiplicity": 5, "s_squared": 6.04}

***

3.
{"formula": "C6H8ClNO", "method": "ωB97M-V with the def2-TZVPD basis set", "species": ["C", "C", "C", "C", "C", "C", "N", "O", "Cl", "H", "H", "H", "H", "H", "H", "H", "H"], "coordinates": [[1.757628, 1.119232, -0.617479], [0.796588, 1.517177, -1.255002], [-2.060699, -0.698133, -0.471423], [3.101177, 0.734453, -0.160872], [-1.537585, -1.845697, 0.471672], [-2.012096, 1.712870, -0.619929], [-2.071819, 0.547328, 0.101839], [-2.605152, -0.831892, -1.574574], [-1.930229, 3.182025, 0.271532], [3.949175, 1.068714, -0.854379], [3.096871, -0.406771, -0.148416], [3.410423, 1.178240, 0.850167], [-2.018447, -1.600957, 1.440510], [-1.966625, -2.788520, 0.179811], [-0.438756, -1.933623, 0.616278], [-2.017393, 1.607962, -1.775805], [-1.946617, 0.535977, 1.146928]], "forces_ev_per_angstrom": [[1.0, 0.4, -0.1], [-2.1, 0.1, 0.3], [-1.3, -2.7, -2.7], [1.2, -0.6, 0.3], [-0.6, 1.5, 0.1], [2.0, -1.7, -0.2], [0.3, 3.0, 1.6], [1.7, -0.1, 2.3], [-0.4, -1.2, -1.0], [-1.4, -0.5, 0.6], [0.5, 1.4, 0.4], [-0.7, -0.9, -1.2], [0.5, -0.2, -0.2], [0.0, -0.2, -0.5], [-0.8, 0.4, -0.4], [-0.1, 0.6, 2.3], [0.1, 0.7, -1.6]], "lumo_ev": [-1.713, -1.875], "gap_ev": [6.2, 6.0], "charge": 0, "relative_energy_kj_mol": 530.7, "multiplicity": 1}

***

4.
{"formula": "C36H64BN5O5PS", "method": "ωB97M-V with the def2-TZVPD basis set", "species": ["C", "C", "C", "C", "N", "C", "C", "C", "C", "C", "O", "C", "O", "P", "S", "C", "C", "C", "C", "C", "O", "B", "C", "O", "O", "C", "C", "C", "C", "N", "C", "H", "H", "H", "H", "H", "H", "H", "H", "H", "H", "H", "H", "H", "H", "H", "H", "H", "H", "H", "H", "H", "H", "H", "H", "H", "H", "H", "H", "H", "H", "H", "H", "H", "H", "H", "H", "H", "H", "H", "H", "H", "H", "H", "H", "H", "H", "H", "H", "H", "N", "C", "C", "C", "C", "C", "H", "H", "H", "H", "H", "N", "C", "C", "C", "C", "C", "H", "H", "H", "H", "H", "N", "C", "C", "C", "C", "C", "H", "H", "H", "H", "H"], "coordinates": [[-2.036795, -3.628706, -2.804696], [-0.799914, -3.335374, -3.659187], [-0.571839, -1.845834, -3.918490], [0.013852, -0.978917, -2.774299], [0.289147, -1.695651, -1.540628], [0.870988, -0.959742, -0.382923], [1.857989, 0.171829, -0.823297], [1.373853, 1.471542, -1.490534], [2.071941, 2.722853, -0.955957], [1.469253, 4.015872, -1.507730], [0.852987, 4.850005, -0.540391], [-0.499386, 4.549177, -0.263144], [1.685393, -1.876921, 0.253311], [1.246707, -2.497766, 1.829827], [2.565358, -0.641945, 2.747621], [2.858536, -3.523226, 1.709131], [4.246717, -2.891892, 1.749788], [0.894607, -3.064337, 3.639437], [-0.382344, -2.815166, 4.439445], [-0.601967, -1.406356, 4.959533], [-1.582595, -3.177083, 3.729679], [0.164609, -4.035697, 1.162583], [0.574116, -5.578178, 1.341571], [-1.020863, -3.825605, 0.524090], [-0.087404, -1.405836, 1.798400], [-0.232369, -0.524432, 0.712903], [0.001080, 0.918051, 1.223115], [-0.774156, 1.247735, 2.493664], [-1.691234, -0.589841, 0.169733], [-2.616712, -1.348874, 0.988399], [-3.922860, -1.488553, 0.386672], [-1.841165, -4.396968, -2.061398], [-2.878307, -3.960413, -3.418760], [-2.343637, -2.743324, -2.248205], [0.091307, -3.784807, -3.216361], [-0.918674, -3.814470, -4.635845], [0.095802, -1.743331, -4.778881], [-1.530102, -1.423511, -4.238988], [-0.675182, -0.162433, -2.543454], [0.910053, -0.491240, -3.173901], [0.961727, -2.432014, -1.720683], [2.568425, -0.325135, -1.491924], [2.415414, 0.405958, 0.084704], [1.563663, 1.432660, -2.566454], [0.291744, 1.593495, -1.401805], [3.115480, 2.668411, -1.269818], [2.046529, 2.734570, 0.136344], [0.737636, 3.739408, -2.282544], [2.231207, 4.628591, -1.994966], [-0.797603, 3.591155, -0.697637], [-0.644317, 4.487599, 0.817684], [-1.151560, 5.333711, -0.664126], [1.663478, -0.168546, 3.611405], [2.803059, -4.311176, 2.464111], [2.756099, -3.986459, 0.725341], [5.004934, -3.631570, 1.466004], [4.311783, -2.060288, 1.045415], [4.499793, -2.517393, 2.738770], [1.723313, -2.653269, 4.224768], [1.043472, -4.148978, 3.627487], [-0.315027, -3.482465, 5.313720], [-1.166770, -0.829506, 4.231284], [0.352880, -0.915837, 5.152681], [-1.166292, -1.426505, 5.893338], [-1.592509, -4.141079, 3.655380], [0.976440, -5.848331, 2.318651], [1.370411, -5.794213, 0.621302], [-0.258612, -6.256755, 1.109221], [-1.571002, -4.620848, 0.459119], [1.057786, 1.073222, 1.420114], [-0.298393, 1.625829, 0.450130], [-0.846727, 2.331759, 2.623170], [-0.276265, 0.845256, 3.371332], [-1.792809, 0.849868, 2.474500], [-1.708930, -1.050314, -0.817205], [-2.033238, 0.457351, 0.048052], [-2.686060, -0.954053, 1.915032], [-4.018345, -2.448352, -0.137578], [-4.704220, -1.456434, 1.149932], [-4.161076, -0.700375, -0.347710], [4.066253, 2.972071, -3.713735], [3.573113, 2.570963, -4.882577], [4.248507, 2.724642, -6.085768], [5.497659, 3.323776, -6.071343], [6.018687, 3.745470, -4.858252], [5.264256, 3.547655, -3.710248], [2.590201, 2.110793, -4.857190], [3.798751, 2.379911, -7.007066], [6.055815, 3.459785, -6.989090], [6.989875, 4.217951, -4.796675], [5.640085, 3.862553, -2.742428], [-3.004392, -0.420380, 7.360668], [-4.135444, -1.005091, 6.980963], [-5.391504, -0.559396, 7.370649], [-5.472734, 0.549451, 8.197227], [-4.298041, 1.168488, 8.595097], [-3.092132, 0.646739, 8.147691], [-4.027891, -1.864678, 6.327394], [-6.280140, -1.071719, 7.027204], [-6.433925, 0.927900, 8.521595], [-4.310553, 2.040890, 9.234753], [-2.153160, 1.110441, 8.430532], [-0.253822, 3.159950, -5.559322], [-0.009878, 4.393608, -5.124230], [-0.903488, 5.446359, -5.258793], [-2.118551, 5.203435, -5.878310], [-2.386953, 3.921943, -6.332367], [-1.425192, 2.938487, -6.149051], [0.948003, 4.540772, -4.636274], [-0.650040, 6.425664, -4.876293], [-2.845859, 5.996143, -5.999233], [-3.323948, 3.681872, -6.816553], [-1.605867, 1.923970, -6.487353]], "forces_ev_per_angstrom": [[0.0, 0.0, 0.1], [0.0, 0.0, 0.0], [0.0, 0.0, -0.1], [0.1, 0.2, 0.2], [0.0, -0.2, 0.0], [0.0, 0.4, -0.1], [-0.1, -0.1, 0.0], [-0.1, -0.1, 0.0], [0.0, -0.1, 0.0], [-0.1, -0.1, -0.3], [0.0, 0.1, 0.0], [0.1, -0.1, 0.0], [0.1, -0.3, -0.1], [-0.7, -0.7, -0.2], [0.4, 0.4, 0.3], [0.0, 0.1, 0.0], [0.0, 0.0, 0.0], [0.2, 0.4, 0.1], [-0.1, -0.1, -0.1], [0.0, -0.1, 0.1], [0.0, -0.4, 0.2], [0.1, -0.1, 0.1], [0.0, 0.0, 0.0], [-0.3, 0.0, 0.0], [0.2, 0.0, 0.0], [0.1, 0.1, 0.0], [0.0, 0.0, 0.0], [0.0, 0.1, 0.0], [0.0, -0.1, -0.1], [-0.1, 0.3, 0.1], [-0.1, 0.0, -0.1], [0.0, -0.1, 0.0], [0.0, 0.1, 0.0], [0.0, 0.0, 0.0], [0.0, 0.0, 0.1], [0.0, 0.0, 0.0], [0.0, 0.0, 0.0], [0.0, 0.0, 0.0], [-0.1, 0.0, 0.0], [0.1, 0.1, 0.0], [0.0, 0.0, 0.1], [0.0, 0.0, 0.1], [0.0, 0.0, 0.0], [0.0, 0.0, -0.1], [0.0, 0.0, 0.0], [0.1, 0.0, 0.2], [0.0, 0.1, 0.0], [0.0, 0.2, 0.0], [0.0, 0.0, 0.1], [0.0, 0.0, 0.0], [0.0, 0.0, 0.0], [0.0, 0.0, 0.0], [-0.1, 0.0, 0.0], [0.0, -0.1, -0.1], [0.0, -0.1, 0.1], [0.0, 0.0, 0.0], [0.0, 0.0, 0.0], [0.0, 0.1, 0.0], [0.0, -0.1, 0.0], [0.0, 0.0, -0.1], [0.1, 0.1, 0.0], [0.1, 0.0, -0.1], [0.0, 0.0, 0.0], [0.0, 0.0, -0.1], [0.0, 0.3, -0.1], [0.0, 0.0, 0.0], [0.0, 0.0, 0.0], [0.0, 0.0, 0.0], [0.3, 0.2, -0.1], [0.0, 0.0, 0.0], [0.0, -0.1, 0.0], [0.0, 0.0, 0.0], [0.0, -0.1, 0.0], [0.0, 0.1, 0.0], [0.1, -0.1, 0.0], [-0.1, -0.1, -0.1], [0.1, -0.2, 0.1], [0.1, 0.0, 0.0], [0.0, -0.1, 0.0], [0.0, 0.1, 0.1], [-0.1, 0.0, 0.0], [0.0, 0.0, 0.0], [0.0, 0.0, 0.0], [0.0, 0.0, 0.0], [0.0, 0.0, 0.0], [0.0, 0.0, -0.1], [0.0, 0.0, 0.0], [0.0, 0.0, 0.0], [0.0, 0.0, 0.0], [0.0, 0.0, 0.0], [0.0, 0.0, 0.0], [0.1, 0.0, 0.1], [0.0, 0.0, 0.0], [0.0, 0.0, 0.0], [0.0, 0.0, 0.0], [0.0, 0.0, 0.0], [-0.1, 0.0, 0.0], [0.0, 0.0, 0.0], [0.0, 0.0, 0.0], [0.0, 0.0, 0.0], [0.0, 0.0, 0.0], [0.0, 0.0, 0.0], [0.1, 0.0, 0.0], [0.1, 0.0, 0.0], [0.0, 0.0, 0.0], [0.0, 0.0, 0.0], [0.0, 0.0, 0.0], [0.0, 0.0, 0.0], [0.0, 0.0, 0.0], [0.0, 0.0, 0.0], [0.0, 0.0, 0.0], [0.0, 0.0, 0.0], [0.0, 0.0, 0.0]], "lumo_ev": 2.243, "gap_ev": 6.1, "charge": -1, "multiplicity": 1}

***

Among the records above, which one has the highest multiplicity? C22H45N2P3RuSe

***

The highest multiplicity belongs to which entry? C22H45N2P3RuSe